Density functional theory data (ωB97M-V/def2-TZVPD) for a molecular structure, C35H34InO13.

Last column: Löwdin charge in e.
Element x y z (Å)
In  -3.678  1.783  -0.701  0.431
O  -6.448  0.307  1.383  -0.121
O  5.935  -1.407  -4.071  0.103
O  -0.416  0.309  -3.528  0.124
O  3.674  -1.420  -6.435  0.080
O  -6.555  0.961  0.190  -0.332
O  -8.455  -6.781  0.300  0.090
O  0.157  5.604  1.063  0.089
O  -6.113  -2.391  2.145  0.105
O  -2.885  8.034  4.669  0.087
O  7.408  -5.617  -1.198  0.093
O  4.060  -2.056  5.464  0.106
O  3.981  -1.202  0.226  0.085
O  2.195  0.954  -0.603  -0.145
C  6.273  -2.374  -3.412  -0.362
C  3.998  -0.489  3.709  0.036
C  -0.844  7.606  1.792  0.024
C  7.506  -3.125  -3.728  0.026
C  1.351  -1.060  -6.289  0.008
C  -2.187  7.475  3.840  -0.391
C  -7.781  -4.025  2.440  0.029
C  -1.610  8.216  2.698  0.015
C  -8.369  -5.130  1.977  0.016
C  5.837  -3.898  -1.542  0.023
C  3.977  -0.274  2.392  0.026
C  4.063  -2.981  3.300  0.030
C  -1.118  5.421  3.032  0.026
C  0.521  -0.087  -4.196  -0.377
C  -1.884  6.032  3.939  0.022
C  3.998  -1.396  1.431  -0.347
C  2.734  -1.021  -5.766  -0.390
C  4.042  -1.859  4.261  -0.382
C  -6.787  -5.145  0.006  0.019
C  -6.651  -3.398  1.721  -0.361
C  -0.833  1.900  0.703  -0.322
C  7.070  -4.649  -1.858  -0.389
C  -7.916  -5.772  0.725  -0.391
C  -2.157  2.818  0.669  -0.343
C  2.932  -0.481  -4.405  0.017
C  0.322  -0.626  -5.559  0.022
C  -0.541  6.163  1.891  -0.372
C  1.733  1.615  0.630  -0.245
C  -5.735  2.177  0.236  -0.319
C  0.529  2.668  0.322  -0.167
C  5.465  -2.840  -2.265  0.033
C  7.878  -4.183  -3.005  0.017
C  4.042  -2.766  1.983  0.031
C  -6.199  -4.040  0.469  0.037
C  1.902  -0.047  -3.674  0.039
H  4.056  -3.577  1.265  0.111
H  1.224  -1.457  -7.289  0.114
H  2.028  0.351  -2.673  0.095
H  3.950  -0.458  -4.038  0.089
H  -2.315  5.504  4.780  0.122
H  2.925  0.344  -0.307  0.041
H  8.778  -4.744  -3.222  0.120
H  -6.314  2.985  -0.353  0.038
H  1.327  0.759  1.295  0.112
H  -8.099  -3.541  3.354  0.124
H  0.724  3.584  0.987  0.078
H  -0.697  -0.648  -5.925  0.121
H  4.564  -2.279  -2.047  0.110
H  2.584  2.102  1.220  0.095
H  -6.469  -5.629  -0.908  0.121
H  5.258  -4.253  -0.699  0.106
H  -0.684  1.484  1.763  0.093
H  -0.885  4.365  3.088  0.119
H  -5.614  2.544  1.311  0.035
H  -3.629  2.463  -2.387  -0.137
H  -1.844  9.272  2.641  0.117
H  -0.414  8.134  0.949  0.120
H  3.984  0.322  4.426  0.126
H  -6.223  -0.645  1.209  0.067
H  -3.318  0.003  -0.664  -0.107
H  3.944  0.722  1.970  0.102
H  -2.579  2.849  1.747  0.023
H  -1.973  3.900  0.355  0.017
H  -5.371  -3.566  -0.045  0.132
H  -9.197  -5.603  2.491  0.119
H  8.085  -2.770  -4.571  0.123
H  -0.947  1.023  -0.029  0.068
H  0.619  2.934  -0.787  0.126
H  4.097  -3.978  3.722  0.124

Cartesian forces (eV/Å) of the 3 atoms listed first:
-0.206 0.325 0.231
0.223 -1.827 2.471
0.382 -0.418 0.345

For the total energy, the calculation gives -68626.0130 eV. As for the orbital gap: 3.1 eV. The net charge is -1. The value obtained for the relative energy (zero: lowest compared OMol25 entry of this formula, charge and spin) is 1.287 eV. The value obtained for the HOMO energy is -3.64 eV.

=====

Density functional theory data (ωB97M-V/def2-TZVPD) for a molecular structure, C35H35As2AuN2O3.

Last column: Löwdin charge in e.
Element x y z (Å)
Au  -0.155  0.550  -1.222  0.692
As  2.224  1.029  -0.343  1.306
As  0.330  -1.667  -0.260  1.243
O  -0.096  5.004  -2.025  0.315
O  -2.433  -1.106  -0.965  -0.176
O  0.404  2.791  -2.160  -0.024
N  -1.939  2.274  -1.020  0.061
N  -4.271  -2.449  -0.851  -0.156
C  -3.168  1.952  -0.573  -0.086
C  -4.003  4.151  -1.023  -0.006
C  2.048  3.465  3.657  -0.051
C  3.002  -0.715  0.103  -0.376
C  -0.657  0.054  3.427  -0.059
C  1.048  -1.959  2.538  -0.119
C  -1.770  3.509  -1.448  -0.192
C  2.249  -1.853  -0.575  -0.384
C  1.020  -1.615  3.883  -0.051
C  -0.421  -3.386  -0.628  -0.388
C  3.056  1.722  2.334  -0.100
C  -2.739  4.498  -1.475  0.028
C  -1.393  -5.908  -1.205  -0.053
C  -0.351  -4.380  0.340  -0.095
C  -0.840  -5.646  0.043  -0.055
C  3.563  1.821  -1.479  -0.369
C  4.809  2.052  -0.900  -0.102
C  -3.508  -1.529  -1.428  -0.317
C  -4.216  2.863  -0.563  -0.010
C  4.368  2.636  -3.583  -0.056
C  -0.315  3.744  -1.952  -0.489
C  1.155  3.740  2.628  -0.059
C  -5.532  -2.881  -1.464  -0.018
C  -0.636  -0.292  2.081  -0.120
C  2.996  2.460  3.510  -0.052
C  5.612  2.865  -3.013  -0.051
C  5.834  2.572  -1.674  -0.055
C  0.172  -0.605  4.325  -0.051
C  1.215  3.010  1.452  -0.110
C  2.168  2.008  1.303  -0.374
C  -3.910  -3.046  0.440  -0.002
C  0.221  -1.297  1.631  -0.378
C  -1.463  -4.906  -2.165  -0.058
C  -0.979  -3.637  -1.879  -0.117
C  3.335  2.112  -2.817  -0.109
H  -1.770  -6.900  -1.429  0.118
H  -6.365  -2.687  -0.789  0.099
H  -1.294  0.211  1.387  0.069
H  -1.890  -5.114  -3.139  0.116
H  2.367  1.938  -3.267  0.085
H  3.696  2.250  4.311  0.118
H  6.414  3.277  -3.613  0.118
H  0.059  -4.184  1.320  0.095
H  -4.540  -2.642  1.233  0.102
H  1.729  -2.733  2.207  0.108
H  -2.872  -2.841  0.663  0.067
H  -5.492  -3.946  -1.674  0.096
H  6.805  2.751  -1.229  0.118
H  -0.787  -6.428  0.789  0.117
H  -4.061  -4.123  0.385  0.100
H  -4.805  4.879  -1.026  0.131
H  0.415  4.523  2.745  0.115
H  -5.698  -2.343  -2.394  0.091
H  -3.888  -1.179  -2.391  0.148
H  3.796  0.940  2.240  0.101
H  -5.187  2.562  -0.191  0.124
H  2.007  4.038  4.576  0.118
H  -1.037  -2.853  -2.624  0.103
H  2.578  -2.833  -0.245  0.085
H  0.515  3.223  0.655  0.077
H  -3.287  0.938  -0.219  0.090
H  1.662  -2.134  4.585  0.119
H  2.375  -1.816  -1.652  0.077
H  0.157  -0.334  5.376  0.119
H  4.990  1.844  0.144  0.099
H  4.197  2.869  -4.627  0.116
H  -2.513  5.489  -1.844  0.133
H  4.034  -0.679  -0.224  0.085
H  -1.320  0.837  3.774  0.115
H  2.978  -0.811  1.180  0.047

Cartesian forces (eV/Å) of the 3 atoms listed first:
0.071 0.100 0.494
0.109 -0.142 -0.187
0.165 0.200 0.120

For the total energy, the calculation gives -171339.1418 eV. As for the orbital gap (spin up / spin down): 7.8 / 5.3 eV. The net charge is +2. As for the spin multiplicity: 3. The value obtained for the relative energy (zero: lowest compared OMol25 entry of this formula, charge and spin) is 0.807 eV. The value obtained for the HOMO energy (spin up / spin down) is -13.23 / -14.10 eV.

=====

Density functional theory data (ωB97M-V/def2-TZVPD) for a molecular structure, C35H35AsNO2PdSSi.

Last column: Löwdin charge in e.
Element x y z (Å)
Pd  -0.132  0.169  -0.280  0.639
As  -2.054  -1.436  0.285  1.303
S  -2.137  1.703  0.076  0.722
Si  1.006  2.411  1.398  0.394
O  1.897  -0.338  -1.193  -0.015
O  0.492  -2.030  0.454  -0.251
N  0.837  2.042  -0.259  -0.164
C  -4.849  1.669  0.019  -0.136
C  -3.256  -3.876  -0.968  -0.110
C  -2.144  -0.395  -2.490  -0.134
C  -1.028  -1.337  -4.396  -0.097
C  1.527  -2.764  0.298  -0.389
C  0.831  2.694  -1.429  -0.387
C  -3.686  0.898  0.058  -0.705
C  2.793  2.910  1.904  -0.175
C  2.831  -0.858  -0.579  -0.361
C  -0.679  -2.263  -2.202  -0.117
C  -1.893  -0.403  -3.851  -0.098
C  -6.189  -0.319  0.020  -0.112
C  2.788  -2.246  -0.143  -0.114
C  4.064  -0.043  -0.232  -0.002
C  3.913  -3.069  -0.167  -0.062
C  1.486  -4.148  0.606  -0.025
C  -0.419  -2.260  -3.562  -0.081
C  3.832  -4.410  0.135  -0.132
C  -2.725  -4.038  1.362  -0.123
C  -0.156  3.786  2.077  -0.190
C  -3.782  -0.507  0.076  -0.400
C  -2.733  -3.300  0.183  -0.363
C  -3.792  -5.150  -0.932  -0.091
C  1.164  4.057  -1.566  -0.050
C  -1.542  -1.322  -1.628  -0.430
C  0.404  2.645  -3.826  -0.106
C  -3.259  -5.314  1.403  -0.100
C  0.472  2.005  -2.611  -0.061
C  0.711  3.995  -3.931  -0.137
C  2.597  -4.944  0.504  -0.112
C  0.644  0.812  2.416  -0.198
C  -3.803  -5.865  0.255  -0.106
C  -6.088  1.064  0.012  -0.111
C  -5.039  -1.093  0.056  -0.106
C  1.100  4.684  -2.791  -0.126
H  -2.386  0.327  -4.480  0.104
H  3.176  3.716  1.288  0.011
H  -4.243  -6.852  0.286  0.093
H  -0.844  -1.351  -5.462  0.095
H  0.528  -4.556  0.908  0.102
H  3.470  2.070  1.805  -0.003
H  -2.284  -3.583  2.247  0.099
H  4.358  -0.232  0.800  0.089
H  4.857  -2.642  -0.478  0.102
H  -0.430  0.586  2.423  -0.001
H  1.345  5.737  -2.867  0.091
H  -0.058  3.869  3.156  0.015
H  2.826  3.235  2.938  0.016
H  0.644  4.497  -4.887  0.082
H  -2.842  0.337  -2.103  0.070
H  4.706  -5.046  0.070  0.084
H  0.063  4.756  1.645  0.010
H  -3.259  -5.875  2.328  0.096
H  0.257  -2.998  -3.974  0.101
H  -6.984  1.672  -0.001  0.094
H  0.967  0.917  3.449  0.021
H  4.893  -0.314  -0.884  0.081
H  -4.214  -5.585  -1.829  0.098
H  2.519  -6.005  0.710  0.094
H  -3.244  -3.314  -1.896  0.108
H  -0.214  -3.020  -1.581  0.100
H  3.823  1.008  -0.372  0.073
H  -4.761  2.745  0.000  0.094
H  -5.117  -2.175  0.066  0.091
H  -7.161  -0.791  0.005  0.089
H  1.173  -0.048  1.988  0.005
H  -1.193  3.560  1.848  -0.033
H  0.097  2.084  -4.699  0.093
H  0.257  0.935  -2.553  0.070
H  1.457  4.607  -0.683  0.090

Cartesian forces (eV/Å) of the 3 atoms listed first:
-0.648 2.987 -0.144
-1.302 -0.628 -0.019
1.347 -0.208 -0.097

For the total energy, the calculation gives -125481.6343 eV. As for the orbital gap: 6.1 eV. The net charge is -1. The value obtained for the relative energy (zero: lowest compared OMol25 entry of this formula, charge and spin) is 0.864 eV. The value obtained for the HOMO energy is -4.41 eV.

=====

Results for maximum force: 0.05992, 0.02540, 0.05951 (in Eh/bohr, following the order of the records).